(1)
C16H25NO5 in the gas phase. Source: the OMol25 dataset; level of theory: ωB97M-V/def2-TZVPD.

Results
ΔE to the lowest compared entry with this formula, charge and spin ... 3.0 kcal per mole
Lowest unoccupied orbital energy ... 0.700 eV
Frontier orbital gap ... 9.16 eV
HOMO energy ... -8.46 eV
SMILES string ... CCCOc1ccc(CN(CCO)CCO)cc1C(=O)OC

CARTESIAN COORDINATES (ANGSTROEM)
C 0.7748 -3.3597 -5.2483
C -0.1786 -3.1547 -4.0791
C 0.4495 -2.2911 -2.9900
O -0.5029 -2.1613 -1.9529
C -0.2180 -1.4122 -0.8714
C 1.0019 -0.7619 -0.6740
C 1.2276 0.0029 0.4520
C 0.2477 0.1585 1.4260
C 0.5035 1.0415 2.6146
N 0.6982 2.4228 2.1799
C -0.5086 3.0155 1.6166
C -0.1157 3.9530 0.4704
O 0.6675 3.2741 -0.4755
C 1.3056 3.2529 3.2034
C 2.7925 2.9336 3.4076
O 3.0396 1.8084 4.2175
C -0.9601 -0.4861 1.2387
C -1.2114 -1.2736 0.1170
C -2.5501 -1.9028 0.0519
O -3.4286 -1.6758 0.8537
O -2.7077 -2.7552 -0.9658
C -3.9785 -3.3757 -1.0576
H 1.0453 -2.4051 -5.6941
H 1.6858 -3.8544 -4.9186
H 0.3075 -3.9751 -6.0122
H -1.0944 -2.6698 -4.4192
H -0.4536 -4.1156 -3.6423
H 0.7102 -1.3036 -3.3953
H 1.3637 -2.7699 -2.6117
H 1.7878 -0.8509 -1.4068
H 2.1849 0.4855 0.5826
H 1.4253 0.7228 3.1056
H -0.3262 0.9561 3.3360
H -1.1214 2.2130 1.2022
H -1.1033 3.5578 2.3669
H 0.4374 4.8218 0.8610
H -1.0066 4.3179 -0.0461
H 1.2373 2.6778 0.0329
H 1.2315 4.2922 2.8777
H 0.7769 3.1629 4.1714
H 3.2503 2.7078 2.4428
H 3.2895 3.8166 3.8334
H 2.6633 1.9636 5.0914
H -1.7540 -0.3998 1.9669
H -4.1858 -3.9564 -0.1556
H -3.9371 -4.0240 -1.9292
H -4.7627 -2.6242 -1.1744


(2)
C16H26AlNO as an isolated structure at a distorted geometry. Source: the OMol25 dataset; level of theory: ωB97M-V/def2-TZVPD.

Results
Lowest unoccupied orbital energy ... -7.470 eV
Frontier orbital gap ... 8.23 eV
HOMO energy ... -15.70 eV
Net charge ... +2

CARTESIAN COORDINATES (ANGSTROEM)
Al 0.4980 -0.2677 -1.0119
C -0.4781 2.5511 -0.7036
C 0.8745 2.3496 -0.9494
C 1.0412 1.3201 -1.9513
C -0.3865 0.8627 -2.3054
C -1.2402 1.6814 -1.5185
C -2.7309 1.6236 -1.5315
C -0.7319 0.2674 -3.6635
C 2.1652 1.2578 -2.9680
C 2.0219 3.0679 -0.3136
C -1.0656 3.5406 0.2630
H -3.1181 2.5525 -1.9594
H -3.1521 1.5508 -0.5269
H -3.1133 0.8030 -2.1347
H -0.8581 1.0601 -4.4033
H -1.6604 -0.2990 -3.6216
H 0.0430 -0.3984 -4.0428
H 2.0110 2.0328 -3.7240
H 2.2381 0.3086 -3.4952
H 3.1290 1.4412 -2.4963
H 2.1819 4.0196 -0.8283
H 2.9513 2.5039 -0.3865
H 1.8374 3.2965 0.7355
H -1.8214 3.0897 0.9075
H -1.5497 4.3533 -0.2819
H -0.3073 3.9829 0.9056
O 0.4128 -1.6257 0.0211
C 0.5568 -2.6802 0.7611
C -0.5145 -3.7038 0.8071
C -1.1412 -3.4825 2.2349
C -0.9590 -2.0833 2.8830
C 0.3899 -1.7840 3.5787
C 1.5874 -1.5843 2.6476
N 1.5063 -2.7144 1.6585
H -0.1093 -4.7125 0.7096
H -1.2190 -3.5362 -0.0022
H -0.7188 -4.2319 2.9071
H -2.2014 -3.7112 2.1532
H -1.7309 -2.0031 3.6468
H -1.2050 -1.2909 2.1659
H 0.6162 -2.6073 4.2637
H 0.2915 -0.8953 4.2050
H 2.5480 -1.6393 3.1503
H 1.5559 -0.6487 2.0963
H 1.5555 -3.6176 2.1185


(3)
C16H26B2BeBr3ClO17PS as an isolated structure at a distorted geometry. Source: the OMol25 dataset; level of theory: ωB97M-V/def2-TZVPD.

Results
ΔE to the lowest compared entry with this formula, charge and spin ... 30.7 kcal per mole
Lowest unoccupied orbital energy ... 1.650 eV
Frontier orbital gap ... 1.22 eV
HOMO energy ... 0.43 eV
Net charge ... -3

CARTESIAN COORDINATES (ANGSTROEM)
C -4.8568 0.1098 3.4653
C -5.4986 -0.5883 2.2653
O -6.1979 0.0941 1.5519
O -5.3327 -1.8834 1.8948
C -4.5506 -2.7598 2.7067
C -3.6226 -3.5946 1.7781
C -2.1076 -3.4746 2.0842
C -1.5877 -2.0578 2.4428
C -0.5123 -1.5440 1.4326
C -0.4301 0.0080 1.5825
B -1.3939 0.7916 0.6011
C -1.1064 2.3290 0.2773
S -1.0202 2.6521 -1.4873
O 0.2017 3.3820 -1.7352
O -1.1025 1.4127 -2.2213
H -4.4738 -0.5417 4.2552
H -4.1133 0.8213 3.0901
H -5.6474 0.7194 3.9182
H -5.2430 -3.4828 3.1717
H -3.9705 -2.3206 3.5194
H -3.9066 -4.6543 1.8664
H -3.8362 -3.3045 0.7429
H -1.5838 -3.7690 1.1610
H -1.8327 -4.2394 2.8240
H -1.0566 -2.1530 3.4043
H -2.3644 -1.2854 2.5194
H -0.8004 -1.8796 0.4323
H 0.4573 -1.9497 1.7068
H 0.6013 0.3794 1.4877
H -0.7787 0.2639 2.6053
H -2.3551 0.2512 0.1500
H -0.1796 2.6603 0.7583
H -1.9268 2.9755 0.6477
H -2.0470 3.4745 -1.8447
B 3.6026 -1.2111 -2.4099
O 4.2439 -2.5666 -2.2212
C 3.6015 -3.1816 -1.2970
O 3.8658 -4.3238 -0.8888
C 2.4705 -2.3139 -0.7743
O 1.7118 -2.6549 0.0994
O 2.4729 -1.1746 -1.4210
O 4.5579 -0.1504 -2.1628
C 4.6514 0.6017 -3.2893
O 5.3547 1.5531 -3.4200
C 3.7291 0.0167 -4.3185
O 3.5467 0.4110 -5.4345
O 3.1162 -1.0552 -3.7809
Be 4.4700 -5.2593 -2.4333
Cl 7.6060 0.7952 -3.5096
C 1.4946 5.5571 1.9249
C 1.0846 6.6054 0.9054
O 1.6773 6.3406 -0.3579
H 2.5808 5.5337 2.0323
H 1.0471 5.7624 2.9007
H 1.1825 4.5628 1.5994
H 1.4156 7.5960 1.2224
H -0.0046 6.6248 0.7905
H 1.3739 5.4676 -0.6402
O -3.2975 7.0807 0.1354
P -3.8329 5.6809 0.4181
O -3.4635 4.7010 -0.6909
O -5.3530 5.7694 0.5188
O -3.2255 5.1882 1.7298
C 6.4710 -7.7125 -5.7688
Br 8.3665 -8.1678 -5.8696
Br 5.3871 -9.2938 -5.4972
Br 6.0710 -6.3136 -4.4079
H 6.1994 -7.3118 -6.7384


(4)
C16H26BBrF4IN4O6W as an isolated structure. Source: the OMol25 dataset; level of theory: ωB97M-V/def2-TZVPD.

Results
ΔE to the lowest compared entry with this formula, charge and spin ... 23.2 kcal per mole
Lowest unoccupied orbital energy (spin up / spin down) ... 2.147 / 2.134 eV
⟨S²⟩ ... 2.04
Frontier orbital gap (spin up / spin down) ... 4.72 / 6.51 eV
HOMO energy (spin up / spin down) ... -2.57 / -4.38 eV
Spin multiplicity ... 3
Net charge ... -1

CARTESIAN COORDINATES (ANGSTROEM)
W -0.0834 0.2727 0.4769
N 0.3345 2.4522 0.4736
C -0.4481 3.0145 -0.6298
C -0.3181 4.5130 -0.7932
C 1.1210 4.9408 -1.1026
C 1.6341 4.5324 -2.4980
N 3.0655 4.2017 -2.4881
C 3.6059 2.9783 -2.5290
N 4.8797 2.8334 -2.0907
N 3.0396 1.9760 -3.1847
C -1.8694 2.5153 -0.3664
O -2.8547 3.1679 -0.6377
O -1.8636 1.3409 0.2020
H 0.1221 2.9261 1.3467
H 1.3627 2.5325 0.3171
H -0.1062 2.5137 -1.5412
H -0.6533 5.0080 0.1227
H -1.0058 4.8347 -1.5787
H 1.8012 4.5218 -0.3566
H 1.1805 6.0289 -1.0117
H 1.5088 5.3618 -3.1946
H 1.0707 3.6999 -2.9171
H 3.6348 4.8827 -2.0101
H 5.0860 3.3526 -1.2496
H 5.1697 1.8680 -1.9752
H 2.0685 2.0187 -3.4730
H 3.3031 1.0320 -2.9203
O 0.9942 -1.8966 0.1458
H 1.8067 -1.4511 -0.1546
H 0.5458 -2.2180 -0.6495
C -1.4710 1.2080 3.3975
O -0.1677 0.6335 3.4867
C 0.4397 0.1685 2.3713
C 1.7079 -0.5291 2.7994
H -1.3975 2.2775 3.6092
H -2.0889 0.7350 4.1589
H -1.9279 1.0559 2.4231
H 1.8609 -0.4095 3.8726
H 2.5748 -0.1383 2.2633
H 1.6345 -1.5931 2.5653
I -2.0069 -1.7195 0.7452
Br 8.4517 -1.4403 -1.2369
C 6.7547 -0.6837 -0.8281
C 5.5839 -1.3155 -1.2642
C 4.3567 -0.7673 -0.9790
C 4.2379 0.4635 -0.2518
C 5.4641 1.0759 0.1774
C 6.6846 0.5116 -0.1013
C 2.9975 1.1037 0.0062
O 2.9344 2.3420 0.3117
O 1.8776 0.3914 -0.1770
H 5.6481 -2.2325 -1.8354
H 3.4720 -1.2461 -1.3789
H 5.4053 1.9803 0.7700
H 7.5948 0.9789 0.2533
F -0.5007 0.2140 -1.8502
B 0.0529 0.0979 -3.1760
F 1.3648 -0.3755 -3.0828
F 0.0652 1.4282 -3.6859
F -0.7406 -0.7218 -3.9384


(5)
A 6-piece molecular cluster, C16H26Br10NO2S overall. Source: the OMol25 dataset; level of theory: ωB97M-V/def2-TZVPD.

Results
Lowest unoccupied orbital energy ... -4.109 eV
Frontier orbital gap ... 8.00 eV
HOMO energy ... -12.11 eV
Net charge ... +1

CARTESIAN COORDINATES (ANGSTROEM)
O -3.4495 3.5837 2.9726
C -2.7283 3.2447 2.0890
O -2.2643 4.0715 1.1249
C -2.2647 1.8100 2.0173
C -3.0075 0.9280 1.2239
C -2.6426 -0.3924 1.1741
N -1.5774 -0.8221 1.8850
S -1.1538 -2.5137 1.8137
C -0.8293 0.0145 2.6332
C -1.1510 1.3497 2.7202
H -2.4271 3.6956 0.2468
H -3.8668 1.2516 0.6530
H -3.1708 -1.1247 0.5821
H -2.0498 -2.8972 2.7348
H 0.0188 -0.3911 3.1629
H -0.5424 2.0059 3.3365
Br 3.0031 1.5512 3.6975
C 4.0617 0.2763 2.6801
C 3.5464 0.1436 1.2725
Br 1.8770 -0.8598 1.2612
H 4.0177 -0.6605 3.2252
H 5.0826 0.6511 2.6811
H 4.2437 -0.4161 0.6533
H 3.3321 1.0999 0.8070
Br 2.0926 0.5611 -4.5930
C 2.8334 -0.8902 -3.5314
C 1.8435 -2.0075 -3.3504
Br 0.4688 -1.5248 -2.0622
H 3.1448 -0.4557 -2.5870
H 3.7052 -1.2432 -4.0773
H 2.3247 -2.8940 -2.9465
H 1.3262 -2.2669 -4.2686
Br 0.0420 4.1968 3.9487
C 1.0998 5.4893 4.9594
C 2.4310 4.9231 5.3695
Br 2.2593 3.6642 6.8385
H 0.4872 5.7824 5.8052
H 1.2324 6.3377 4.2925
H 3.0774 5.7191 5.7314
H 2.9248 4.3950 4.5599
Br -1.6380 -3.9551 -4.0967
C -1.1892 -5.8448 -4.2410
C -0.3452 -6.3280 -3.0943
Br 1.5099 -5.7672 -3.2528
H -0.7042 -5.9769 -5.2023
H -2.1451 -6.3632 -4.2425
H -0.3145 -7.4148 -3.0853
H -0.7014 -5.9645 -2.1362
Br -3.0535 1.6436 -2.1673
C -2.2283 0.3172 -3.3457
C -2.9526 0.2019 -4.6572
Br -4.6131 -0.7884 -4.4765
H -2.2139 -0.6141 -2.7928
H -1.2087 0.6629 -3.4986
H -2.3500 -0.3631 -5.3649
H -3.2032 1.1683 -5.0824


(6)
C16H26Br30O2P as an isolated structure at a distorted geometry. Source: the OMol25 dataset; level of theory: ωB97M-V/def2-TZVPD.

Results
Lowest unoccupied orbital energy ... 0.822 eV
Frontier orbital gap ... 4.47 eV
HOMO energy ... -3.65 eV
Net charge ... -1

CARTESIAN COORDINATES (ANGSTROEM)
C 0.8574 -3.2664 -2.8766
C 0.7922 -2.5165 -1.3948
P -0.1312 -0.8364 -1.4351
C -1.8771 -1.6934 -1.5508
C -2.6663 -1.2576 -2.9194
C -4.0684 -2.0560 -3.2034
C -4.2059 -3.5133 -2.4668
O -3.3418 -4.5290 -2.5312
O -5.4539 -3.7648 -1.6768
H 1.8434 -3.9301 -2.8481
H 0.9327 -2.5166 -3.7735
H -0.0525 -3.9967 -2.9738
H 0.3024 -3.2659 -0.6082
H 1.8998 -2.3052 -1.0031
H -0.0153 -0.7492 -2.8805
H -0.7078 0.4870 -1.4623
H -0.1886 -0.8261 0.0044
H 1.1870 -0.1952 -1.3312
H -2.4792 -1.3736 -0.5872
H -1.6537 -2.8416 -1.4763
H -2.9383 -0.1048 -2.8177
H -1.8953 -1.3431 -3.8110
H -5.0215 -1.3698 -3.0079
H -4.0940 -2.2746 -4.3768
H -5.5030 -3.1455 -0.8904
C -0.2078 1.8824 2.3610
Br 0.5062 0.0997 2.6717
Br -1.3118 1.9512 0.7609
Br -1.1489 2.5671 3.9198
H 0.6476 2.5437 2.1879
C -1.7327 6.2055 6.3181
Br -2.1526 4.3784 6.8375
Br -0.7004 6.2707 4.6707
Br -3.3280 7.3141 6.2170
H -1.1012 6.6253 7.1080
C 2.2086 5.1777 7.4178
Br 1.1451 5.1775 9.0467
Br 1.5174 3.9230 6.1018
Br 2.4021 6.9672 6.6799
H 3.2119 4.8343 7.6909
C 3.4994 -6.8645 -2.6464
Br 2.8471 -5.9241 -1.0734
Br 4.4217 -5.6696 -3.8735
Br 4.5954 -8.3993 -2.1696
H 2.6216 -7.2504 -3.1751
C 2.4922 5.4520 0.7265
Br 3.2062 3.6693 1.0372
Br 1.3882 5.5208 -0.8737
Br 1.5511 6.1367 2.2852
H 3.3476 6.1134 0.5534
C -7.1092 8.0544 7.0319
Br -6.6578 7.3264 8.7785
Br -8.6716 7.1842 6.2667
Br -7.3106 9.9886 7.0839
H -6.2657 7.8386 6.3678
C 8.1068 -5.7227 -5.3152
Br 8.5875 -7.5204 -4.7480
Br 8.6443 -4.3839 -4.0104
Br 8.7892 -5.3174 -7.0913
H 7.0141 -5.6884 -5.3770
C -3.1293 5.9765 -0.3326
Br -5.0278 6.2423 -0.0017
Br -2.1405 5.6871 1.3175
Br -2.8114 4.5581 -1.6253
H -2.7490 6.9033 -0.7748
C 3.1101 -3.0347 -7.4170
Br 2.4199 -4.8193 -7.0659
Br 2.1386 -1.6743 -6.4224
Br 5.0276 -2.9265 -7.1080
H 2.9456 -2.8318 -8.4804
C 0.8222 -6.2956 2.3345
Br 1.2736 -7.0237 4.0811
Br -0.7403 -7.1658 1.5693
Br 0.6207 -4.3615 2.3865
H 1.6657 -6.5115 1.6705


(7)
An isolated ion of composition C16H26BrN2O3 and charge +1. Source: the OMol25 dataset; level of theory: ωB97M-V/def2-TZVPD.

Results
ΔE to the lowest compared entry with this formula, charge and spin ... 0.0 kcal per mole
Lowest unoccupied orbital energy ... -2.228 eV
Frontier orbital gap ... 8.89 eV
HOMO energy ... -11.12 eV
SMILES string ... CN1CC[NH+](C[C@@H](O)COCCOc2ccc(Br)cc2)CC1
Net charge ... +1

CARTESIAN COORDINATES (ANGSTROEM)
C -4.5905 -2.4217 -0.3524
N -3.4226 -1.8629 0.2974
C -3.6084 -0.4871 0.7064
C -2.4258 -0.0687 1.5741
N -1.1744 -0.1785 0.7963
C 0.0101 0.3265 1.5181
C 0.0816 1.8774 1.6243
O 1.4291 2.2719 1.5500
C -0.6681 2.6053 0.4786
O -0.6441 1.9137 -0.7517
C 0.5617 2.0666 -1.5077
C 0.8287 0.7741 -2.2817
O 1.2948 -0.2654 -1.4459
C 2.6173 -0.2788 -1.0579
C 2.9882 -1.3531 -0.2478
C 4.2792 -1.4646 0.2246
C 5.2135 -0.4956 -0.1096
Br 6.9902 -0.6290 0.5597
C 4.8601 0.5678 -0.9215
C 3.5640 0.6800 -1.3951
C -1.0117 -1.5748 0.3304
C -2.2228 -1.9768 -0.5047
H -5.4366 -2.3583 0.3276
H -4.8451 -1.9023 -1.2856
H -4.4033 -3.4699 -0.5729
H -4.5241 -0.4155 1.2950
H -3.6994 0.2007 -0.1556
H -2.5528 0.9535 1.9288
H -2.3537 -0.7415 2.4316
H -1.2289 0.4292 -0.0568
H 0.8982 0.0130 0.9624
H 0.0464 -0.1274 2.5112
H -0.3613 2.2178 2.5700
H 1.8911 2.1108 2.3799
H -1.7239 2.7287 0.7323
H -0.2230 3.5995 0.3756
H 0.4355 2.8992 -2.2078
H 1.3922 2.2807 -0.8304
H -0.1098 0.4038 -2.7031
H 1.5248 0.9641 -3.1030
H 2.2596 -2.1133 -0.0102
H 4.5610 -2.3000 0.8453
H 5.5927 1.3134 -1.1864
H 3.3200 1.5181 -2.0270
H -0.1063 -1.6382 -0.2748
H -0.9296 -2.2270 1.2018
H -2.1061 -3.0156 -0.8166
H -2.2680 -1.3499 -1.4150


(8)
C16H26CaN2S4 as an isolated structure. Source: the OMol25 dataset; level of theory: ωB97M-V/def2-TZVPD.

Results
ΔE to the lowest compared entry with this formula, charge and spin ... 2.8 kcal per mole
Lowest unoccupied orbital energy ... -0.023 eV
Frontier orbital gap ... 6.23 eV
HOMO energy ... -6.25 eV

CARTESIAN COORDINATES (ANGSTROEM)
Ca 0.3727 -0.2539 0.1207
C 3.2132 -1.1620 2.4363
C 1.7563 -1.5197 2.4240
C 1.2852 -2.5201 1.5692
C -0.0602 -2.8818 1.5343
C -0.5233 -3.9732 0.6100
C -0.9517 -2.2163 2.3768
C -0.5126 -1.2212 3.2460
C -1.4602 -0.5559 4.2075
C 0.8373 -0.8719 3.2447
H 3.7506 -1.8215 3.1221
H 3.3628 -0.1311 2.7495
H 3.6446 -1.2750 1.4414
H 1.9848 -2.9936 0.8896
H -0.4664 -4.9419 1.1105
H 0.1077 -4.0240 -0.2777
H -1.5550 -3.8190 0.2947
H -2.0014 -2.4926 2.3646
H -1.2191 -0.8403 5.2327
H -2.4932 -0.8468 4.0195
H -1.3905 0.5330 4.1573
H 1.1845 -0.0831 3.9040
C -1.3671 2.3668 -1.2548
C -1.3069 2.5675 0.2546
N -1.4438 1.3136 1.0164
C -2.7961 0.7775 1.1627
C -3.4011 0.1199 -0.0768
S -2.3416 -1.0586 -0.9831
C -2.1982 -0.2561 -2.6167
C -0.9163 0.5461 -2.8595
N -0.4845 1.2871 -1.6837
H -1.1175 3.3206 -1.7338
H -2.3832 2.1316 -1.5677
H -2.0687 3.3015 0.5514
H -0.3254 2.9743 0.5039
H -1.0921 1.4974 1.9506
H -3.5041 1.5533 1.4911
H -2.7492 0.0304 1.9556
H -3.7438 0.8603 -0.7950
H -4.2856 -0.4317 0.2433
H -3.0960 0.3495 -2.7401
H -2.2617 -1.0579 -3.3516
H -1.0935 1.1924 -3.7312
H -0.0994 -0.1312 -3.1130
H 0.4641 1.6333 -1.8142
S 4.4600 1.0988 -1.7521
C 3.0499 0.5977 -1.0585
S 2.2762 -0.8970 -1.5965
S 2.3219 1.5380 0.2504


What is the formula in the fifth record? C16H26Br10NO2S